Entry from OMol25: 2 unconnected molecules or ions with the total composition C6H10N2O3S (the ωB97M-V functional and the def2-TZVPD basis).

Summary:
E_LUMO in eV: -0.9
SMILES: NS(=O)(=O)C1=CC=CCC1=O.N
DFT total energy in Eh: -967.9562
F_max in Eh/bohr: 0.0587
Relative energy (zero: lowest compared OMol25 entry of this formula, charge and spin) in kcal per mole: 44.1

The geometry in XYZ format:
```
22
Properties=species:S:1:pos:R:3:forces:R:3
N -2.46694 -0.78833 1.08833 0.3 -0.2 -2.1
S -2.04420 0.33666 -0.08197 -1.4 0.9 -0.4
O -2.53759 1.62826 0.29033 0.4 0.1 0.9
O -2.49718 -0.10078 -1.38167 0.6 -0.8 0.6
C -0.24485 0.49526 -0.12946 -1.0 0.4 1.7
C 0.33353 0.84512 -1.27907 0.8 -0.8 1.8
C 1.80278 1.06207 -1.31945 -0.8 0.0 -0.3
C 2.55449 0.96434 -0.18682 1.3 1.7 -1.8
C 1.98079 0.74250 1.12780 -0.9 1.6 -0.1
C 0.47052 0.47261 1.15652 1.9 -0.9 1.8
O 0.05772 0.18006 2.26602 -1.2 0.3 -0.8
H -2.98285 -1.60324 0.71664 0.4 0.9 0.5
H -2.66109 -0.44543 2.01038 0.0 0.2 0.1
H -0.38351 0.75148 -2.06315 0.3 0.5 -1.4
H 2.06371 1.28099 -2.35798 1.1 -0.1 0.6
H 3.68291 1.13517 -0.10672 -1.7 -0.3 -0.9
H 2.63119 0.02563 1.53692 0.0 -2.0 0.9
H 2.23748 1.53252 1.89777 -0.6 -0.1 -1.1
N -0.38403 -2.26966 -0.60845 1.9 -1.5 -1.8
H -0.92523 -2.84305 -1.25888 0.2 0.2 0.3
H 0.30079 -1.73683 -1.17797 -0.9 -0.6 0.7
H -0.98844 -1.66536 -0.13912 -0.6 0.5 0.6
```
Forces are in eV/Å.